*one*
The following is a quantum chemistry calculation of 4 unconnected molecules or ions with the total composition C2H11NO3, from the OMol25 dataset.

```
! wB97M-V def2-TZVPD RIJCOSX def2/J DEFGRID3
* xyz 0 1
C -1.019 -0.014 -0.053
N -0.266 -0.779 0.594
C -0.830 -1.714 1.572
H -0.662 0.727 -0.765
H -2.098 0.058 0.148
H 0.002 -2.416 1.700
H -1.667 -2.346 1.281
H -0.873 -1.199 2.528
O 3.541 -0.290 1.704
H 4.148 -0.367 0.963
H 2.638 -0.459 1.421
O 1.485 2.303 2.346
H 0.596 2.498 2.012
H 1.951 2.733 1.612
O -2.174 0.108 -5.895
H -1.706 0.774 -5.411
H -3.066 0.384 -5.757
*
```

Results
**Orbital gap**: 10.4 eV
**Lowest unoccupied orbital energy**: 0.514 eV
**HOMO**: -9.85 eV
**SMILES**: C=NC.O.O.O



*two*
The following is a quantum chemistry calculation of a molecular structure, C2H11NO3, from the OMol25 dataset.

```
! wB97M-V def2-TZVPD RIJCOSX def2/J DEFGRID3
* xyz 0 1
C -1.836 0.085 1.763
C -0.560 1.282 0.854
N -0.602 -0.043 0.861
H -2.020 -0.917 2.112
H -1.556 0.617 2.711
H -2.710 0.661 1.423
H 0.204 1.827 1.422
H -1.222 1.937 0.285
H 1.700 -1.655 -1.265
H 1.156 -1.070 0.078
O 1.947 -1.186 -0.464
H 1.771 0.557 -0.873
H 2.671 1.736 -1.343
O 1.758 1.475 -1.205
H -1.011 -0.885 -0.479
H -1.918 -1.647 -1.515
O -1.004 -1.397 -1.352
*
```

Results
**Orbital gap**: 8.4 eV
**Lowest unoccupied orbital energy**: -0.549 eV
**HOMO**: -8.99 eV



Bottom line: *one*, by a margin of 0.0742 hartree.



*one*
The following is a quantum chemistry calculation of 3 unconnected molecules or ions with the total composition C2H11NO3, from the OMol25 dataset.

```
! wB97M-V def2-TZVPD RIJCOSX def2/J DEFGRID3
* xyz 0 1
N 1.664 -0.073 0.060
C 0.726 0.018 1.214
C -0.394 -1.011 1.124
O -1.659 -0.458 0.863
H 2.104 -0.977 0.141
H 2.437 0.555 0.247
H 0.286 0.997 1.275
H 1.267 -0.001 2.155
H -0.480 -1.587 2.030
H -0.166 -1.717 0.326
H -1.630 0.375 0.367
O -2.375 1.178 -1.244
H -2.417 0.259 -1.533
H -1.475 1.492 -1.377
O 0.455 0.051 -1.957
H 0.571 0.853 -2.475
H 1.084 0.045 -1.216
*
```

Results
**Orbital gap**: 10.6 eV
**Lowest unoccupied orbital energy**: 0.614 eV
**HOMO**: -9.95 eV
**SMILES**: NCCO.O.O



*two*
The following is a quantum chemistry calculation of 3 unconnected molecules or ions with the total composition C2H11NO3, from the OMol25 dataset.

```
! wB97M-V def2-TZVPD RIJCOSX def2/J DEFGRID3
* xyz 0 1
C 0.950 0.243 -1.983
N 1.159 0.825 -0.656
C 2.020 0.393 0.367
O 1.315 0.446 1.634
H 0.378 -0.679 -1.897
H 0.321 0.935 -2.545
H 1.906 0.130 -2.489
H 0.328 1.256 -0.319
H 2.975 0.948 0.457
H 2.367 -0.634 0.253
H 2.075 0.618 2.198
O -3.501 -2.585 0.029
H -3.774 -2.370 0.939
H -3.115 -1.757 -0.289
O -2.119 0.849 1.632
H -2.042 0.732 0.692
H -1.242 0.649 1.976
*
```

Results
**Orbital gap**: 9.3 eV
**Lowest unoccupied orbital energy**: 0.507 eV
**HOMO**: -8.77 eV
**SMILES**: CNCO.O.O



Bottom line: *one*, by a margin of 0.0104 hartree.



*one*
The following is a quantum chemistry calculation of 2 unconnected molecules or ions with the total composition C2H9NO2, from the OMol25 dataset.

```
! wB97M-V def2-TZVPD RIJCOSX def2/J DEFGRID3
* xyz 0 1
C -1.070 1.754 -1.103
N -1.096 0.381 -0.686
C -2.054 -0.766 -0.989
O -1.620 -1.333 -2.202
H -1.986 1.896 -1.691
H -0.293 1.900 -1.879
H -1.019 2.561 -0.363
H -0.791 0.029 0.207
H -2.020 -1.442 -0.122
H -3.047 -0.312 -0.938
H -0.898 -0.719 -2.379
O 5.266 -0.983 3.833
H 5.222 -1.082 4.790
H 5.404 -1.884 3.523
*
```

Results
**Orbital gap**: 9.9 eV
**Lowest unoccupied orbital energy**: 1.038 eV
**HOMO**: -8.87 eV
**SMILES**: CNCO.O



*two*
The following is a quantum chemistry calculation of 2 unconnected molecules or ions with the total composition C2H9NO2, from the OMol25 dataset.

```
! wB97M-V def2-TZVPD RIJCOSX def2/J DEFGRID3
* xyz 0 1
C -0.850 -0.167 1.169
N -0.097 -0.709 0.078
C -0.725 -0.963 -1.176
O -1.326 0.162 -1.741
H -0.262 0.386 1.894
H -1.646 0.463 0.769
H -1.385 -0.942 1.741
H 0.849 -0.998 0.215
H -1.511 -1.716 -1.087
H 0.029 -1.420 -1.828
H -0.691 0.889 -1.724
O 2.517 2.052 0.450
H 3.208 1.406 0.253
H 1.890 1.556 0.986
*
```

Results
**Orbital gap**: 9.4 eV
**Lowest unoccupied orbital energy**: 0.625 eV
**HOMO**: -8.80 eV
**SMILES**: CNCO.O



*three*
The following is a quantum chemistry calculation of a molecular structure, C2H9NO2, from the OMol25 dataset.

```
! wB97M-V def2-TZVPD RIJCOSX def2/J DEFGRID3
* xyz 0 1
C 1.178 0.768 0.961
C 1.205 0.415 -0.938
N 0.420 -0.131 -0.040
H 1.575 1.757 0.647
H 0.516 0.967 1.807
H 2.048 0.192 1.308
H 2.153 -0.082 -1.166
H 0.824 1.231 -1.558
H -1.409 0.222 0.654
H -2.784 -0.170 0.650
O -2.153 0.200 1.269
H -1.276 -2.066 -1.917
H -0.766 -1.399 -0.682
O -1.532 -1.903 -0.995
*
```

Results
**Orbital gap**: 7.9 eV
**Lowest unoccupied orbital energy**: -0.698 eV
**HOMO**: -8.59 eV



Bottom line: *two*, by a margin of 0.0315 hartree.



*one*
The following is a quantum chemistry calculation of CH2N4OS in the gas phase, from the OMol25 dataset.

```
! wB97M-V def2-TZVPD RIJCOSX def2/J DEFGRID3
* xyz 0 1
H 0.153 2.168 0.006
N -0.648 1.739 -0.203
C -0.727 0.519 -0.104
N -1.944 -0.232 -0.180
N -1.600 -1.512 -0.170
O -0.162 -1.626 -0.160
N 0.314 -0.377 0.213
S 1.922 -0.355 -0.290
H 2.693 -0.324 0.888
*
```

Results
**Orbital gap**: 9.0 eV
**Lowest unoccupied orbital energy**: -0.786 eV
**HOMO**: -9.74 eV
**SMILES**: [H]/N=c1/nnon1S



*two*
The following is a quantum chemistry calculation of CH2N4OS in the gas phase, from the OMol25 dataset.

```
! wB97M-V def2-TZVPD RIJCOSX def2/J DEFGRID3
* xyz 0 1
S -2.320 0.255 0.128
N -1.036 -0.870 -0.052
C 0.125 -0.237 -0.162
N 0.568 1.176 -0.186
N 1.921 1.054 -0.073
N 2.268 -0.235 0.378
O 1.285 -1.138 -0.158
H -3.358 -0.698 -0.407
H 3.404 -0.715 0.139
*
```

Results
**Orbital gap**: 7.5 eV
**Lowest unoccupied orbital energy**: -1.142 eV
**HOMO**: -8.60 eV
**SMILES**: S/N=c1\nn[nH]o1



Bottom line: *one*, by a margin of 0.0353 hartree.



*one*
The following is a quantum chemistry calculation of 2 unconnected molecules or ions with the total composition CH2I2O, from the OMol25 dataset.

```
! wB97M-V def2-TZVPD RIJCOSX def2/J DEFGRID3
* xyz 0 1
C -0.319 0.042 -0.367
O -0.699 -0.972 0.371
I 2.752 -0.104 -0.074
I -0.805 2.003 0.165
H -0.288 -0.169 -1.423
H -0.640 -0.800 1.328
*
```

Results
**Orbital gap (alpha / beta)**: 7.4 / 6.3 eV
**Lowest unoccupied orbital energy (alpha / beta)**: -1.364 / -2.144 eV
**HOMO (alpha / beta)**: -8.78 / -8.46 eV



*two*
The following is a quantum chemistry calculation of a molecular structure, CH2I2O, from the OMol25 dataset.

```
! wB97M-V def2-TZVPD RIJCOSX def2/J DEFGRID3
* xyz 0 1
C 0.993 -0.035 -0.052
O 0.212 0.321 0.999
I 1.553 -2.168 0.012
I 2.731 1.230 -0.011
H 0.524 0.096 -1.029
H -0.655 -0.106 0.970
*
```

Results
**Orbital gap**: 9.1 eV
**Lowest unoccupied orbital energy**: -0.259 eV
**HOMO**: -9.37 eV



Bottom line: *two*, by a margin of 0.0461 hartree.



*one*
The following is a quantum chemistry calculation of a gas-phase ion, C3H3N2O (charge +1), from the OMol25 dataset.

```
! wB97M-V def2-TZVPD RIJCOSX def2/J DEFGRID3
* xyz 1 1
N 1.749 -0.428 -1.256
C 0.766 -0.260 -0.469
C -0.031 -0.031 0.488
N -1.192 0.686 0.525
C -2.359 0.573 0.879
O -3.478 0.685 1.114
H 1.828 -1.247 -1.843
H 2.468 0.240 -0.958
H 0.249 -0.216 1.520
*
```

Results
**Orbital gap**: 9.5 eV
**Lowest unoccupied orbital energy**: -5.845 eV
**HOMO**: -15.32 eV
**SMILES**: [NH2+]=C=C[N+]#C[O-]



*two*
The following is a quantum chemistry calculation of a gas-phase ion, C3H3N2O (charge +1), from the OMol25 dataset.

```
! wB97M-V def2-TZVPD RIJCOSX def2/J DEFGRID3
* xyz 1 1
N 2.121 0.357 -0.308
C 0.967 0.018 0.123
C -0.262 -0.282 0.479
N -1.365 0.296 -0.009
C -2.536 -0.046 -0.139
O -3.675 -0.146 -0.152
H 2.652 -0.237 -0.982
H 2.524 1.183 -0.092
H -0.425 -1.142 1.080
*
```

Results
**Orbital gap**: 9.3 eV
**Lowest unoccupied orbital energy**: -5.713 eV
**HOMO**: -15.01 eV
**SMILES**: [NH2+]=C=C[N+]#C[O-]



*three*
The following is a quantum chemistry calculation of a gas-phase ion, C3H3N2O (charge +1), from the OMol25 dataset.

```
! wB97M-V def2-TZVPD RIJCOSX def2/J DEFGRID3
* xyz 1 1
N 1.327 -1.853 -0.075
C 0.296 -1.428 -0.004
C -0.859 -0.588 0.125
C -0.180 0.840 -0.179
N 0.971 1.152 0.080
O 2.075 1.381 0.046
H -1.274 -0.506 1.115
H -1.571 -0.689 -0.614
H -0.785 1.692 -0.494
*
```

Results
**Orbital gap**: 9.3 eV
**Lowest unoccupied orbital energy**: -8.139 eV
**HOMO**: -17.39 eV
**SMILES**: N#CCC=[N+]=O



Bottom line: *two*, by a margin of 0.0076 hartree.



*one*
The following is a quantum chemistry calculation of 2 unconnected molecules or ions with the total composition C4H7NS, from the OMol25 dataset.

```
! wB97M-V def2-TZVPD RIJCOSX def2/J DEFGRID3
* xyz 0 3
C -1.007 -1.142 0.561
C -0.868 1.035 -2.377
C 0.262 0.326 -0.313
C 1.376 -0.277 2.044
N -0.216 0.773 -1.383
S 1.722 0.564 0.477
H -1.848 -0.559 0.628
H -0.934 -1.780 -0.360
H -0.896 0.186 -3.030
H -1.244 1.986 -2.661
H 2.214 -0.957 2.000
H 0.277 -0.714 1.711
H 1.160 0.560 2.702
*
```

Results
**Orbital gap (alpha / beta)**: 6.8 / 7.8 eV
**Lowest unoccupied orbital energy (alpha / beta)**: 0.802 / -0.860 eV
**HOMO (alpha / beta)**: -5.98 / -8.70 eV



*two*
The following is a quantum chemistry calculation of C4H7NS in the gas phase, from the OMol25 dataset.

```
! wB97M-V def2-TZVPD RIJCOSX def2/J DEFGRID3
* xyz 0 3
C -1.045 0.584 0.345
C 1.728 0.212 0.075
C -1.200 -0.956 0.307
C 0.470 0.855 -0.478
N 0.997 -0.318 -1.052
S -0.052 -1.637 -1.067
H -1.873 1.182 -0.209
H -0.893 0.856 1.307
H 2.744 0.759 -0.130
H 1.731 -0.461 1.006
H -0.889 -1.502 1.135
H -2.146 -1.243 0.053
H 0.428 1.670 -1.292
*
```

Results
**Orbital gap (alpha / beta)**: 5.3 / 7.6 eV
**Lowest unoccupied orbital energy (alpha / beta)**: 1.030 / -1.873 eV
**HOMO (alpha / beta)**: -4.26 / -9.49 eV



Bottom line: *two*, by a margin of 0.0404 hartree.



*one*
The following is a quantum chemistry calculation of 2 unconnected molecules or ions with the total composition C4H10N, from the OMol25 dataset.

```
! wB97M-V def2-TZVPD RIJCOSX def2/J DEFGRID3
* xyz 1 1
C -1.536 0.523 0.929
C 1.684 -0.508 0.513
C -0.936 -0.713 -1.588
C 0.813 0.776 0.239
N -0.530 0.353 0.078
H -1.690 1.165 1.848
H -2.491 0.169 0.670
H 1.019 -1.026 1.225
H 1.877 -1.006 -0.444
H 2.550 -0.119 1.129
H 0.099 -0.916 -1.806
H -1.398 -0.064 -2.251
H -1.394 -1.476 -0.973
H 1.065 1.414 -0.681
H 0.867 1.429 1.112
*
```

Results
**Orbital gap**: 11.3 eV
**Lowest unoccupied orbital energy**: -4.821 eV
**HOMO**: -16.15 eV



*two*
The following is a quantum chemistry calculation of a molecular structure, C4H10N, from the OMol25 dataset.

```
! wB97M-V def2-TZVPD RIJCOSX def2/J DEFGRID3
* xyz 1 1
C 1.645 0.581 -1.305
C -2.005 0.133 -0.423
C 1.168 -0.895 0.983
C -0.739 0.594 0.394
N 0.542 0.150 0.255
H 1.462 1.528 -1.798
H 2.297 -0.263 -1.346
H -2.860 0.777 -0.248
H -1.725 -0.050 -1.499
H -2.263 -0.993 -0.089
H 0.900 -1.975 0.570
H 0.938 -0.711 2.044
H 2.240 -0.757 0.877
H -1.007 0.270 1.455
H -0.593 1.610 0.130
*
```

Results
**Orbital gap (alpha / beta)**: 8.4 / 9.7 eV
**Lowest unoccupied orbital energy (alpha / beta)**: -6.764 / -5.530 eV
**HOMO (alpha / beta)**: -15.17 / -15.24 eV



*three*
The following is a quantum chemistry calculation of 2 unconnected molecules or ions with the total composition C4H10N, from the OMol25 dataset.

```
! wB97M-V def2-TZVPD RIJCOSX def2/J DEFGRID3
* xyz 1 1
C 2.357 0.060 -0.332
C 2.845 0.036 0.935
H 2.834 0.775 -1.042
H 1.670 -0.674 -0.835
H 3.289 0.990 1.230
H 2.582 -0.630 1.828
C -2.070 -0.057 0.878
C -1.241 -0.427 -1.439
N -1.845 0.283 -0.508
H -2.442 -1.057 0.952
H -1.118 0.099 1.418
H -2.847 0.626 1.186
H -0.864 -1.399 -1.206
H -0.820 0.182 -2.331
H -2.330 1.193 -0.734
*
```

Results
**Orbital gap**: 7.3 eV
**Lowest unoccupied orbital energy**: -5.863 eV
**HOMO**: -13.21 eV



*four*
The following is a quantum chemistry calculation of a gas-phase ion, C4H10N (charge +1), from the OMol25 dataset.

```
! wB97M-V def2-TZVPD RIJCOSX def2/J DEFGRID3
* xyz 1 1
C -0.831 -0.444 -2.111
C 0.254 -0.202 -1.395
C 0.458 -0.701 0.069
C -0.320 -0.125 1.205
N 0.357 1.170 1.633
H -0.975 -0.159 -3.143
H -1.630 -1.046 -1.689
H 1.172 0.264 -1.715
H 1.549 -0.699 0.179
H 0.306 -1.777 -0.089
H -1.360 -0.008 0.921
H -0.218 -0.801 2.052
H 1.147 0.903 2.234
H 0.774 1.699 0.861
H -0.256 1.715 2.233
*
```

Results
**Orbital gap**: 9.9 eV
**Lowest unoccupied orbital energy**: -3.859 eV
**HOMO**: -13.77 eV
**SMILES**: C=CCC[NH3+]



Bottom line: *four*, by a margin of 0.0619 hartree.